1.
{"formula": "C23H30B2N3O7P", "method": "ωB97M-V with the def2-TZVPD basis set", "symbols": ["P", "O", "O", "O", "O", "O", "O", "O", "N", "N", "N", "C", "C", "C", "C", "C", "C", "C", "C", "C", "C", "C", "C", "C", "C", "C", "C", "C", "C", "C", "C", "C", "C", "C", "B", "B", "H", "H", "H", "H", "H", "H", "H", "H", "H", "H", "H", "H", "H", "H", "H", "H", "H", "H", "H", "H", "H", "H", "H", "H", "H", "H", "H", "H", "H", "H"], "xyz": [[0.88, 3.60, -0.43], [4.93, 4.92, -1.56], [0.02, -7.60, -1.50], [0.74, -6.06, -2.82], [-0.99, 0.38, 0.56], [-1.01, 0.21, 8.15], [-2.28, -1.53, 8.23], [-1.70, -1.66, 0.58], [-0.96, -0.77, 0.17], [-1.70, -0.65, 7.62], [-0.10, -6.87, -2.46], [-3.67, -7.12, -4.69], [-1.84, -0.62, 6.16], [1.51, 3.82, 1.29], [-2.63, -1.57, 5.54], [-2.74, -1.55, 4.16], [-1.35, -6.95, -3.23], [0.87, -0.15, -1.34], [1.78, -0.48, -2.32], [3.29, 6.40, -0.38], [-3.50, -7.91, -3.56], [-1.16, 0.35, 5.44], [1.82, -1.78, -2.83], [-1.28, 0.36, 4.06], [0.96, -2.75, -2.34], [0.02, -1.12, -0.87], [4.36, 6.76, 0.68], [-2.07, -0.58, 3.42], [-1.51, -6.14, -4.34], [-0.18, 5.07, -0.87], [-2.68, -6.23, -5.07], [0.05, -2.42, -1.35], [-1.14, 5.44, 0.25], [-2.33, -7.83, -2.82], [3.60, 5.05, -1.14], [2.45, 3.86, -1.54], [-4.28, -8.60, -3.26], [2.53, 3.13, -2.48], [-1.77, 6.26, -0.08], [-0.73, -5.45, -4.64], [0.99, -3.75, -2.72], [3.29, 7.20, -1.13], [5.10, 5.97, 0.82], [-0.60, 5.77, 1.13], [5.32, 4.09, -1.24], [-4.59, -7.19, -5.26], [2.30, 6.42, 0.07], [-0.73, 4.79, -1.76], [-0.63, -3.17, -0.96], [-3.15, -2.32, 6.12], [2.46, 0.27, -2.71], [0.43, 5.92, -1.15], [4.92, 7.64, 0.39], [2.30, 3.08, 1.43], [1.97, 4.79, 1.50], [-1.76, 4.58, 0.49], [-0.76, 1.11, 3.48], [-2.16, -0.57, 2.34], [3.87, 6.99, 1.62], [2.53, -2.03, -3.60], [0.84, 0.87, -0.95], [-2.19, -8.45, -1.95], [0.75, 3.61, 2.04], [-0.55, 1.08, 5.95], [-3.36, -2.28, 3.66], [-2.81, -5.61, -5.95]], "mulliken_charge": [0.209, -0.531, -0.594, -0.615, -0.617, -0.607, -0.608, -0.649, 1.143, 0.993, 0.993, -0.422, 0.043, -1.253, -0.346, -0.556, 0.106, -0.073, -0.349, -0.299, -0.419, -0.469, -0.636, -0.265, -0.257, -0.171, -1.151, -0.490, -0.216, -0.497, -0.465, -0.502, -1.295, -0.400, -0.030, 0.423, 0.371, -0.127, 0.393, 0.434, 0.449, 0.314, 0.251, 0.321, 0.273, 0.378, 0.233, 0.445, 0.481, 0.448, 0.405, 0.354, 0.348, 0.383, 0.314, 0.306, 0.535, 0.493, 0.331, 0.403, 0.273, 0.454, 0.404, 0.440, 0.393, 0.375], "smiles": "O=[N+]([O-])c1ccccc1.O=[N+]([O-])c1ccccc1.O=[N+]([O-])c1ccccc1.CCB(O)BP(C)CC", "gap_ev": 6.8, "energy_ev": -53773.022, "e_homo_ev": -7.941, "de_lowest_kcal_mol": 8.2}

2.
{"formula": "C5H16N7", "method": "ωB97M-V with the def2-TZVPD basis set", "symbols": ["N", "N", "N", "N", "N", "N", "N", "C", "C", "C", "C", "C", "H", "H", "H", "H", "H", "H", "H", "H", "H", "H", "H", "H", "H", "H", "H", "H"], "xyz": [[2.67, -0.87, 0.88], [-3.45, 0.24, -0.86], [-2.01, -0.79, 1.12], [-0.63, -0.80, 0.81], [1.72, 1.87, 0.34], [0.43, 0.95, -1.57], [-0.45, 1.48, 1.30], [1.05, -1.91, -0.55], [-0.18, -1.86, 0.03], [1.07, 0.66, -0.31], [-0.04, 0.38, 0.72], [1.90, -0.68, -0.38], [-2.44, -1.75, 1.37], [0.22, 1.97, -1.68], [-2.53, -0.21, 0.47], [-1.19, 1.64, 1.88], [-3.36, 1.27, -0.65], [0.98, 0.67, -2.39], [-3.25, 0.12, -1.80], [1.56, -2.66, -1.07], [-0.79, -2.73, 0.27], [2.53, -0.67, -1.29], [0.22, 2.20, 1.16], [2.23, -1.31, 1.61], [2.48, 1.56, 0.89], [2.04, 2.49, -0.39], [3.65, -1.35, 0.75], [-4.43, 0.07, -0.67]], "mulliken_charge": [-0.609, -0.856, -0.941, 0.446, -0.722, -0.587, -0.193, -0.908, 0.023, 1.167, -0.438, -0.335, 0.296, 0.332, 0.472, 0.140, 0.278, 0.232, 0.227, 0.513, 0.325, 0.595, 0.349, 0.222, 0.231, 0.207, 0.283, 0.251], "multiplicity": 3, "gap_ev": [6.6, 6.5], "energy_ev": -15864.099, "e_homo_ev": [-8.835, -12.673], "s2": 2.008, "de_lowest_kcal_mol": 0.0, "total_charge": 1}

3.
{"formula": "C25H31CrNO3Si2", "method": "ωB97M-V with the def2-TZVPD basis set", "symbols": ["Cr", "Si", "Si", "O", "O", "O", "N", "C", "C", "C", "C", "C", "C", "C", "C", "C", "C", "C", "C", "C", "C", "C", "C", "C", "C", "C", "C", "C", "C", "C", "C", "C", "H", "H", "H", "H", "H", "H", "H", "H", "H", "H", "H", "H", "H", "H", "H", "H", "H", "H", "H", "H", "H", "H", "H", "H", "H", "H", "H", "H", "H", "H", "H"], "xyz": [[0.16, -0.52, -0.45], [0.35, -0.71, 2.02], [0.38, 1.89, 0.41], [-1.84, 0.09, -0.65], [-0.85, -2.25, -0.75], [-2.84, -3.29, -0.83], [0.52, 0.01, -2.56], [2.54, -2.56, -0.08], [-3.87, -0.71, -1.67], [2.07, -0.18, -4.36], [-0.20, 0.85, -3.30], [-3.50, -0.88, 0.82], [-2.13, -2.29, -0.75], [-1.10, 0.77, 4.13], [-0.31, 1.99, 2.19], [-0.36, -2.31, 2.79], [3.56, -3.37, -0.58], [1.65, -0.53, -3.07], [2.01, 2.88, 0.37], [-2.86, -0.93, -0.56], [3.99, -3.23, -1.89], [-1.32, 3.16, 4.06], [1.31, 0.70, -5.11], [-0.49, 0.77, 2.87], [-1.53, 1.95, 4.72], [-0.72, 3.17, 2.81], [3.37, -2.29, -2.70], [0.14, 1.22, -4.58], [2.11, -0.52, 2.76], [-0.85, 3.12, -0.46], [2.35, -1.48, -2.19], [1.91, -1.58, -0.85], [2.53, 0.43, 2.43], [-4.55, -1.56, -1.71], [1.90, 3.86, 0.84], [-0.05, -2.43, 3.84], [-1.10, 1.22, -2.82], [2.80, 2.34, 0.89], [4.01, -4.12, 0.06], [-0.85, 3.11, -1.56], [-0.03, -3.19, 2.23], [-0.58, 4.12, 2.31], [-4.44, 0.21, -1.50], [2.81, -1.31, 2.48], [-0.48, 1.91, -5.13], [2.03, -0.49, 3.85], [-0.60, 4.14, -0.16], [-1.88, 2.97, -0.12], [-2.01, 1.93, 5.69], [-1.25, -0.17, 4.65], [-4.16, -1.73, 0.94], [-1.64, 4.09, 4.53], [-2.73, -0.91, 1.59], [-3.36, -0.63, -2.63], [2.98, -0.59, -4.76], [-4.08, 0.04, 0.94], [-2.16, 0.94, -0.32], [1.64, 0.97, -6.11], [3.68, -2.21, -3.74], [-1.45, -2.31, 2.76], [2.22, -2.72, 0.94], [2.35, 3.03, -0.66], [4.77, -3.86, -2.29]], "mulliken_charge": [-0.036, 1.353, 0.620, 0.094, -0.601, -0.760, 1.031, 0.053, -2.072, -1.043, -0.382, -1.595, 0.044, -0.642, -0.267, -1.621, -1.063, 0.810, -1.411, 1.939, -0.682, -0.642, -0.350, 0.703, -0.546, -0.537, -1.026, -1.232, -1.328, -1.667, 0.816, 0.305, 0.213, 0.411, 0.344, 0.448, 0.601, 0.341, 0.405, 0.349, 0.333, 0.264, 0.404, 0.409, 0.431, 0.414, 0.475, 0.429, 0.382, 0.344, 0.423, 0.364, 0.043, 0.393, 0.350, 0.474, -0.170, 0.403, 0.236, 0.340, 0.178, 0.338, 0.364], "multiplicity": 4, "gap_ev": [7.0, 6.2], "energy_ev": -78241.398, "e_homo_ev": [-4.415, -3.558], "s2": 3.874, "total_charge": -1}

4.
{"formula": "C5H11NOS", "method": "ωB97M-V with the def2-TZVPD basis set", "symbols": ["S", "O", "N", "C", "C", "C", "C", "C", "H", "H", "H", "H", "H", "H", "H", "H", "H", "H", "H"], "xyz": [[0.48, -1.25, -1.64], [1.74, -1.31, -2.42], [-0.31, 0.01, 0.86], [1.98, 0.14, 0.39], [0.75, -0.24, 0.13], [-0.12, 0.55, 2.22], [-1.66, -0.48, 0.52], [-0.42, 0.20, -2.36], [-1.08, -0.22, -3.15], [-1.63, -0.80, -0.55], [-1.93, -1.16, 1.29], [2.30, 0.63, 1.20], [0.39, 0.73, -2.79], [-1.04, 0.91, 2.68], [-1.01, 0.72, -1.66], [0.58, 1.35, 2.08], [0.53, -0.18, 2.99], [-2.35, 0.40, 0.53], [2.80, 0.02, -0.32]], "mulliken_charge": [0.352, -0.553, -0.012, -1.242, 0.799, -1.093, -1.073, -1.076, 0.255, 0.396, 0.381, 0.423, 0.356, 0.334, 0.513, 0.387, 0.254, 0.337, 0.260], "gap_ev": 8.6, "energy_ev": -19732.923, "e_homo_ev": -7.944, "de_lowest_kcal_mol": 96.2}